No. 1
This record from OMol25 describes a structure of composition C9H10FN at a distorted geometry. The level of theory is ωB97M-V/def2-TZVPD.

```
21
Properties=species:S:1:pos:R:3:mulliken_charge:R:1
C 2.492 -0.068 1.274 -0.4987
C 2.160 -1.263 0.620 -0.5612
C 1.711 1.053 1.160 -0.5913
C 1.100 -1.322 -0.209 -0.7287
C 0.566 0.991 0.448 0.4999
C 0.255 -0.175 -0.307 0.6213
C -0.530 2.091 0.339 -0.5765
C -1.679 1.530 -0.419 0.1971
C -1.594 -1.090 -1.788 -0.7909
N -0.820 -0.016 -1.136 -0.2246
F -2.231 2.167 -1.452 -0.2763
H 3.520 0.057 1.816 0.2053
H 2.652 -2.169 0.760 0.4548
H 2.034 1.921 1.608 0.5166
H 0.808 -2.337 -0.503 0.1638
H -0.830 2.406 1.345 0.3416
H -0.203 2.964 -0.310 0.2158
H -2.509 1.158 0.304 0.2725
H -2.669 -1.094 -1.420 0.2584
H -1.707 -1.123 -2.897 0.2394
H -1.113 -2.020 -1.388 0.2614
```

**DFT total energy**: -503.47991 Ha
**LUMO level**: 0.036 Ha
**Molecular weight**: 151.18 g mol⁻¹
**HOMO-LUMO gap**: 8.25 eV
**Energy relative to the best compared isomer or geometry (same formula, charge and spin)**: 42.0 kcal per mole



No. 2
This record from OMol25 describes a cluster of 2 separate species, C3H9NS2 in total at a distorted geometry. The level of theory is ωB97M-V/def2-TZVPD.

```
15
Properties=species:S:1:pos:R:3:mulliken_charge:R:1
C 2.324 0.049 0.058 -0.2794
N 1.408 0.851 -0.292 -0.3575
C 1.085 1.887 0.693 -0.9082
H 2.499 -0.853 -0.484 0.2785
H 2.988 0.268 0.907 0.2578
H 0.340 2.541 0.259 0.2952
H 0.661 1.457 1.590 0.3415
H 1.881 2.509 1.132 0.3831
C -1.878 -0.365 -0.929 -0.6955
S -2.646 -2.006 -1.174 -0.0587
S -1.496 -3.265 -0.016 -0.2207
H -2.201 0.182 -1.828 0.2900
H -2.223 0.145 -0.033 0.2892
H -0.804 -0.570 -1.091 0.2320
H -1.937 -2.830 1.208 0.1527
```

**DFT total energy**: -970.77779 Ha
**LUMO level**: 0.023 Ha
**Molecular weight**: 123.25 g mol⁻¹
**HOMO-LUMO gap**: 9.34 eV
**Energy relative to the best compared isomer or geometry (same formula, charge and spin)**: 33.8 kcal per mole
**SMILES**: C=NC.CSS